1.
Computed, not measured: a 40-piece molecular cluster, H80O40 overall at a distorted geometry, with the ωB97M-V functional and the def2-TZVPD basis.

Properties
Frontier orbital gap   9.283 eV
Highest occupied orbital energy   -9.7048 eV
2S+1   1
ΔE to the lowest compared entry with this formula, charge and spin   8.899 eV
E_tot   -3057.4303 Eh

Each line ends with the Mulliken charge.
CARTESIAN COORDINATES (ANGSTROEM)
1 H 0.1475 -2.0367 1.0473  -0.045
2 H -0.4814 -2.1249 -0.3006  -0.034
3 O 0.2687 -1.7839 0.1150  0.401
4 H -2.6081 -3.3397 -0.1702  0.349
5 H -1.9746 -2.6151 1.0771  0.168
6 O -2.5713 -3.3010 0.7697  -0.609
7 H -3.1965 5.9308 0.4542  0.246
8 H -2.2460 4.6610 0.7730  0.266
9 O -3.0747 4.9766 0.3393  -0.638
10 H 2.6228 2.6438 -0.6284  0.215
11 H 2.7584 3.0144 -2.1727  0.267
12 O 2.4133 2.3767 -1.4870  -0.483
13 H -0.8195 3.8092 -2.8762  0.272
14 H 0.4191 3.0284 -2.6263  0.004
15 O -0.5072 3.0778 -2.3877  -0.371
16 H -2.3044 -0.4294 -2.0734  0.060
17 O -2.6380 -0.6215 -2.9493  -0.458
18 H 3.0378 -0.2151 -1.0834  -0.055
19 O 3.6574 -0.7680 -1.5824  0.054
20 H 4.4207 -1.2592 0.9344  0.225
21 H 5.8188 -0.4062 0.8063  0.247
22 O 5.1241 -0.8607 0.3580  -0.608
23 H -0.8146 3.7339 3.4883  0.334
24 H -1.6315 4.4807 4.6189  0.279
25 O -0.7442 4.2896 4.3086  -0.613
26 H 3.0558 3.6023 -4.8583  0.297
27 H 2.5497 2.2525 -4.4930  0.258
28 O 2.2710 3.1799 -4.4959  -0.540
29 H 1.7588 -6.6650 1.0730  0.302
30 H 1.1290 -5.3435 1.2247  0.317
31 O 1.6855 -6.0445 1.7599  -0.654
32 H 3.1618 -1.2944 5.8985  0.288
33 O 3.2357 -0.4373 5.5622  -0.590
34 H 5.2298 0.6350 3.2555  0.367
35 H 4.8457 -0.8129 3.5804  0.292
36 O 5.2654 -0.0771 3.9302  -0.640
37 H -5.2040 -0.8460 -0.3671  0.231
38 H -4.8733 -0.0894 -1.8352  0.315
39 O -4.6768 -0.2147 -0.9236  -0.520
40 H -2.8582 -0.1610 3.2069  0.199
41 H -3.8578 -0.4289 2.0378  0.131
42 O -3.3772 -0.8323 2.7740  -0.493
43 H 4.1845 -2.8691 -2.2120  0.258
44 H 2.6651 -3.0369 -1.6885  0.266
45 O 3.4114 -3.4497 -2.1935  -0.748
46 H 1.8640 -4.0980 2.6661  0.187
47 H 2.4693 -2.7454 2.2675  0.238
48 O 1.6936 -3.1492 2.7099  -0.497
49 H -1.7214 -3.5644 4.7321  0.365
50 H -0.2238 -4.1267 5.1189  0.247
51 O -0.7209 -3.4023 4.7077  -0.525
52 H 1.5367 -1.7239 -4.3557  0.286
53 O 1.9152 -0.9559 -3.8955  -0.515
54 H -4.2259 2.7344 0.3753  0.275
55 H -4.4557 1.2591 0.0325  0.271
56 O -3.9738 1.8291 0.6673  -0.524
57 H 0.5771 5.0992 1.0291  0.311
58 O 1.2458 5.4329 1.6486  -0.622
59 H -2.9708 -3.8652 -4.6665  0.327
60 H -3.6791 -2.5154 -4.4393  0.281
61 O -3.8302 -3.4325 -4.5493  -0.686
62 H -0.6535 0.9685 5.0610  0.198
63 H 0.6000 0.9549 5.9293  0.285
64 O 0.1796 0.5229 5.0926  -0.456
65 H -3.5169 -3.8034 3.5455  0.356
66 H -3.4149 -2.4022 4.3318  0.340
67 O -3.6112 -3.3967 4.4837  -0.741
68 H 2.1014 -3.9535 -3.3841  0.423
69 H 1.5496 -4.5871 -4.6369  0.272
70 O 1.3084 -4.2316 -3.8305  -0.576
71 H -1.1273 3.3308 -0.7781  0.263
72 H -1.8190 2.2061 0.1670  0.043
73 O -1.3975 3.0608 0.0672  0.052
74 H -0.4304 -0.8726 3.0842  0.090
75 H 0.3763 -2.1094 2.8895  0.106
76 O -0.4533 -1.7183 2.5596  -0.267
77 H -1.6212 1.5668 -5.0094  0.318
78 H -1.9128 1.6458 -6.4236  0.280
79 O -1.2972 1.9548 -5.7704  -0.591
80 H -3.0966 -2.3019 -2.5156  0.229
81 H -3.6418 -3.7185 -2.5437  0.384
82 O -3.0852 -3.1667 -2.0471  -0.455
83 H 5.1258 -0.6997 -4.2443  0.311
84 H 3.9463 -0.2678 -3.4461  0.217
85 O 4.8489 0.0657 -3.7179  -0.669
86 H 1.8942 -0.5604 1.4634  -0.108
87 H 2.8967 -1.0924 0.6781  0.331
88 O 2.8061 -0.9144 1.6119  -0.257
89 H 1.4417 4.8442 -3.1268  0.249
90 O 0.8452 5.4881 -3.4202  -0.665
91 H -0.6986 -0.0380 0.0126  -0.012
92 H -1.8353 -0.2225 1.0427  -0.313
93 O -1.3400 0.4395 0.6155  0.523
94 H 1.6656 -0.2474 -4.4446  0.203
95 H -2.5937 0.2038 -3.4627  0.136
96 H 0.7617 5.9694 2.2621  0.299
97 H 4.5403 -0.6321 -1.2270  0.353
98 H 2.6548 -0.3800 4.8274  0.269
99 H 0.4524 5.2110 -4.2683  0.326
100 O 2.4990 2.0808 2.4963  -0.334
101 H 2.5110 2.4605 3.3898  0.249
102 H 1.5152 2.4914 2.4503  0.163
103 O 0.0836 -0.8842 -2.2073  0.097
104 H 0.6914 -0.6158 -1.5635  -0.105
105 H 0.2717 -1.4487 -2.9273  0.046
106 O -1.0752 -5.7420 -2.2416  -0.644
107 H -0.3442 -5.5070 -2.8323  0.290
108 H -1.7579 -5.0769 -2.2016  0.333
109 O -5.0396 2.0038 -2.3404  -0.720
110 H -5.1928 1.9054 -1.3853  0.192
111 H -4.3874 2.6806 -2.4857  0.482
112 O -3.3099 4.0741 -2.1822  -0.618
113 H -3.9013 4.6195 -2.6238  0.266
114 H -3.2150 4.2452 -1.2223  0.394
115 O -3.3494 2.1931 4.1704  -0.528
116 H -3.9166 2.9122 3.8814  0.272
117 H -2.9324 2.3819 5.0252  0.284
118 O 5.6323 1.7249 2.0107  -0.662
119 H 6.0351 2.6503 2.0019  0.287
120 H 4.7709 2.0551 1.7860  0.282



2.
Computed, not measured: a 40-piece molecular cluster, H80O40 overall at a distorted geometry, with the ωB97M-V functional and the def2-TZVPD basis.

Properties
Frontier orbital gap   9.600 eV
Highest occupied orbital energy   -10.2239 eV
2S+1   1
ΔE to the lowest compared entry with this formula, charge and spin   6.678 eV
E_tot   -3057.5119 Eh

Each line ends with the Mulliken charge.
CARTESIAN COORDINATES (ANGSTROEM)
1 H 2.0405 2.8887 -4.8420  0.273
2 H 3.4606 3.3113 -4.6055  0.296
3 O 2.9424 2.5507 -4.8992  -0.635
4 H -2.2791 0.1558 4.2921  0.435
5 H -2.2455 1.6381 4.9538  0.210
6 O -2.3851 1.1135 4.1730  -0.516
7 H 0.4106 1.0254 1.3926  0.284
8 H -0.6825 0.3071 0.7356  0.155
9 O -0.5716 1.0114 1.3961  -0.632
10 H -3.0640 5.7981 -0.0392  0.343
11 H -3.4868 4.9791 -1.2285  0.292
12 O -3.6919 5.8037 -0.7719  -0.654
13 H -0.0937 -2.5287 3.5965  0.148
14 H 1.1793 -3.1021 3.2422  0.273
15 O 0.7770 -2.6538 4.0010  -0.499
16 H 1.9183 0.4942 -6.2341  0.320
17 O 2.8601 0.5506 -6.4108  -0.627
18 H -6.3784 -1.4614 -1.3364  0.274
19 O -5.4348 -1.2835 -1.4246  -0.605
20 H 1.8788 -4.5268 -3.5913  0.260
21 H 0.3085 -4.4039 -3.8034  0.230
22 O 1.0153 -4.8487 -3.3209  -0.577
23 H 2.1930 3.9628 -3.0087  0.284
24 H 1.1754 4.7986 -2.4595  0.340
25 O 1.7724 4.8083 -3.2188  -0.682
26 H 4.1402 2.3850 2.8745  0.332
27 H 3.1027 3.4358 2.2840  0.193
28 O 3.6158 2.6422 2.0940  -0.560
29 H 4.5609 -1.0282 1.6901  0.278
30 H 3.8825 0.0952 2.4463  0.282
31 O 4.6686 -0.4598 2.4554  -0.605
32 H -1.3318 1.4584 -0.3912  0.059
33 O -1.6486 1.5694 -1.2921  -0.146
34 H 3.8128 -1.0879 -3.4638  0.367
35 H 3.2019 -1.1957 -4.8666  0.341
36 O 3.5488 -1.7229 -4.1378  -0.665
37 H 2.2469 1.9224 1.2757  0.412
38 H 2.5493 1.5202 -0.1994  0.224
39 O 1.8333 1.6673 0.4204  -0.542
40 H -0.5004 -0.1628 6.6064  0.232
41 H -1.9995 -0.0203 6.6029  0.281
42 O -1.2996 -0.5700 6.2399  -0.557
43 H -4.8027 4.2317 0.2481  0.371
44 H -4.9640 2.9586 1.1169  0.318
45 O -5.4110 3.5314 0.4963  -0.638
46 H -2.1200 3.1005 -3.5291  0.294
47 H -3.1331 3.1223 -4.6175  0.285
48 O -3.0758 3.1519 -3.6550  -0.612
49 H -1.9463 -4.0109 -0.3334  0.268
50 H -2.8590 -4.7102 -1.1332  0.264
51 O -2.6260 -3.7759 -1.0032  -0.756
52 H 1.9264 -3.5305 1.1758  0.211
53 O 1.6691 -3.3083 0.2758  -0.477
54 H 2.6013 -0.1253 6.2112  0.268
55 H 1.6925 -1.2971 5.7400  0.313
56 O 1.7746 -0.5722 6.3761  -0.623
57 H -1.3262 -6.4072 -2.2796  0.298
58 O -0.7370 -6.4071 -1.5098  -0.609
59 H 0.9872 5.0936 3.9979  0.319
60 H 2.0540 5.5736 3.2560  0.284
61 O 1.8616 4.7521 3.7228  -0.582
62 H -0.3106 -1.9244 -3.4455  -0.057
63 H -1.2137 -2.5005 -2.2798  0.183
64 O -0.5865 -2.7154 -2.9801  0.160
65 H -1.6049 5.3994 2.6000  0.308
66 H -1.8043 4.1916 3.4809  0.291
67 O -1.4610 5.0893 3.4964  -0.613
68 H 4.8885 0.0489 -2.2983  0.262
69 H 5.5990 0.5767 -3.4166  0.352
70 O 5.7215 -0.1412 -2.7809  -0.614
71 H -2.8690 -2.7887 1.6551  0.325
72 H -1.8002 -3.4218 2.6265  0.257
73 O -2.1506 -3.4240 1.7406  -0.699
74 H -0.0452 1.8987 -2.0725  0.158
75 H 0.8648 2.2348 -1.0359  0.221
76 O 0.6748 2.5403 -1.9377  -0.156
77 H -2.6130 2.6218 1.6559  0.129
78 H -2.5351 3.3174 0.2770  0.253
79 O -2.8252 3.4419 1.1870  -0.454
80 H -2.6525 -2.2116 -0.1948  0.345
81 H -3.8477 -1.2749 -0.5560  0.234
82 O -3.0039 -1.3101 -0.0827  -0.454
83 H 1.9335 -5.5585 3.2052  0.311
84 H 3.2110 -5.3433 2.4628  0.275
85 O 2.5227 -4.8549 2.9264  -0.595
86 H -2.4112 -4.0757 -3.1042  0.322
87 H -3.6874 -4.4904 -3.8733  0.309
88 O -2.7330 -4.5874 -3.8582  -0.651
89 H 1.2097 -1.7009 -1.9023  0.034
90 O 1.7148 -1.1085 -1.3426  -0.307
91 H 2.7079 0.1132 -1.7569  0.355
92 H 3.3545 1.4168 -2.4972  0.307
93 O 3.3832 0.8467 -1.7244  -0.553
94 H 2.3533 -3.4709 -0.3765  0.258
95 H 3.1598 0.8781 -5.5301  0.303
96 H 0.0806 -6.4751 -2.0222  0.290
97 H -5.5090 -0.3248 -1.5551  0.312
98 H -2.4142 1.1026 -1.6283  0.093
99 H 2.2420 -1.4608 -0.6295  0.197
100 O -4.8372 -1.5214 2.3309  -0.625
101 H -4.8260 -1.4573 1.3672  0.297
102 H -4.2826 -0.7700 2.5785  0.325
103 O -2.6521 -0.1283 -4.4245  -0.482
104 H -3.4099 0.4423 -4.5847  0.252
105 H -2.3319 -0.4172 -5.2818  0.270
106 O 0.9866 -0.7454 -4.7578  -0.573
107 H 0.1471 -0.4584 -4.3701  0.106
108 H 0.7013 -1.4248 -5.3845  0.320
109 O 4.2747 2.7605 4.6677  -0.705
110 H 3.4551 3.2130 4.8995  0.325
111 H 4.0609 1.8468 4.8979  0.316
112 O -1.1923 -1.1286 2.7884  0.298
113 H -1.0788 -0.2275 2.4260  0.187
114 H -2.1321 -1.2961 2.6914  -0.072
115 O -3.4005 -1.3056 4.9733  -0.536
116 H -4.3527 -1.2706 5.0563  0.241
117 H -2.9091 -1.8787 5.5648  0.264
118 O 5.6313 0.6129 -0.0132  -0.515
119 H 4.9125 1.2161 -0.2365  0.207
120 H 6.1240 1.1763 0.5963  0.300